# 1
103
Properties=species:S:1:pos:R:3:forces:R:3 method="wB97M-V/def2-TZVPD" gap_ev=9.237 charge=-1
P 8.417667 -18.655807 21.741964 0.40 -1.20 0.17
F 7.953702 -17.908086 20.407345 -1.19 0.05 0.58
F 8.977961 -19.882486 20.821055 0.30 -0.09 -0.56
F 9.869311 -17.933066 21.463231 -0.03 0.26 1.18
F 9.024036 -19.406256 23.056869 0.90 0.09 0.12
F 7.904988 -17.500363 22.758507 0.22 0.28 -0.95
F 7.102878 -19.539805 21.980639 -0.46 1.11 -0.59
C 8.548402 -22.956680 23.026727 0.66 -2.59 -0.39
O 8.589551 -24.174688 23.251177 -0.14 0.48 -0.59
N 9.147655 -22.374283 21.939444 0.00 0.74 1.08
N 7.928888 -22.130465 23.870524 -0.20 1.14 0.29
H 9.303729 -22.876251 21.088444 0.01 -0.12 0.08
H 9.138973 -21.362664 21.955966 -0.06 -0.54 -0.69
H 7.599427 -22.543283 24.724773 0.23 0.18 0.14
H 8.206146 -21.163432 23.817784 -0.51 0.13 0.38
C 6.060051 -20.259432 17.852612 -0.71 1.35 0.48
O 5.193488 -20.347711 18.714690 0.41 -0.39 -0.48
N 7.349934 -19.928606 18.092717 1.22 -0.13 0.39
N 5.769144 -20.237624 16.509073 -0.06 -0.51 0.43
H 7.728687 -19.874970 19.024424 -0.49 -0.22 0.15
H 8.080319 -20.021378 17.406349 -0.13 -0.14 -0.15
H 4.796489 -20.294290 16.273594 0.17 -0.08 -0.37
H 6.531111 -20.125561 15.871051 -0.38 0.04 -0.48
C 11.093327 -21.576263 18.443550 -0.53 0.94 -0.88
O 10.394213 -20.813468 17.764779 -0.01 -0.56 0.56
N 11.650882 -22.676681 17.901629 1.08 -1.42 -0.06
N 11.361282 -21.432993 19.761937 -0.58 0.46 -0.14
H 11.752257 -22.835022 16.915866 -0.33 0.54 -0.07
H 12.351656 -23.137118 18.456186 -0.05 -0.21 -0.06
H 10.827329 -20.737276 20.257816 0.28 0.07 0.11
H 12.101679 -21.940324 20.200866 -0.08 -0.03 0.27
C 7.797997 -18.885320 27.147316 0.68 0.41 0.52
O 8.555684 -18.789069 28.118682 -1.17 -0.62 -0.08
N 6.555470 -19.418989 27.027612 -0.08 -0.15 0.39
N 8.203996 -18.371396 25.962959 0.74 0.58 -1.00
H 5.994978 -19.705491 27.807599 0.23 0.05 0.13
H 6.095702 -19.238707 26.147194 -0.51 -0.32 0.05
H 7.731510 -18.544966 25.092117 0.08 -0.12 0.01
H 9.185563 -18.159183 25.920813 -0.13 0.05 -0.14
C 4.413874 -18.034807 24.271121 0.24 -0.94 -0.51
O 4.667892 -19.196974 24.615979 0.35 1.05 0.16
N 3.136548 -17.585752 24.306181 -1.43 -0.28 0.53
N 5.300936 -17.153837 23.759874 0.33 0.11 0.26
H 2.784602 -16.661020 24.145934 0.49 0.16 -0.12
H 2.487610 -18.222341 24.737087 0.07 0.01 -0.07
H 6.241011 -17.444705 23.529092 -0.35 0.00 -0.03
H 4.951718 -16.305444 23.352921 0.17 0.03 -0.10
C 12.165737 -17.594549 18.781904 -1.58 -0.73 -0.24
O 12.946437 -17.715268 17.846247 0.16 0.48 0.66
N 12.231955 -16.683767 19.814582 1.20 0.31 -0.83
N 11.022276 -18.337712 18.905649 -0.22 -0.13 -0.37
H 11.600105 -16.765239 20.586292 0.11 0.10 0.26
H 13.104363 -16.185154 19.871619 -0.20 0.05 0.39
H 10.684373 -18.986959 18.197679 0.62 0.16 0.22
H 10.420622 -18.203365 19.701042 0.09 0.04 -0.19
C 11.301070 -21.052737 27.783970 0.17 -0.72 0.05
C 10.460965 -21.435601 26.578100 -0.16 0.99 -1.65
C 11.175855 -21.413325 25.184585 0.19 -0.83 1.38
O 9.890143 -22.691570 26.813306 -0.27 -0.86 0.15
H 10.657628 -20.949968 28.656772 -0.02 0.44 -0.09
H 11.993515 -20.220236 27.665683 -0.29 0.20 -0.08
H 11.901682 -21.942845 28.009255 0.27 0.09 -0.07
H 9.615772 -20.762576 26.406445 -0.06 0.02 0.63
H 11.165110 -20.407012 24.773100 0.34 -0.12 -0.10
H 10.698970 -22.125242 24.510612 -0.39 0.29 -0.03
H 12.173281 -21.840861 25.336953 0.32 0.50 -0.24
H 10.596567 -23.343224 26.724065 -0.18 -0.08 0.01
C 7.952931 -16.405207 17.218977 -0.70 -0.49 0.12
C 7.013379 -15.315899 17.740316 1.67 -0.89 1.60
C 5.870228 -15.838159 18.628388 -0.58 0.65 -1.71
O 7.803295 -14.499373 18.637490 -0.12 0.93 -0.05
H 7.377624 -17.089584 16.590655 0.21 0.05 -0.26
H 8.331492 -17.030019 18.031049 -0.08 0.15 0.17
H 8.817397 -16.005707 16.687775 -0.16 0.12 -0.20
H 6.696976 -14.700951 16.896163 -0.35 0.08 0.19
H 5.394952 -16.650917 18.074655 -0.22 -0.16 0.41
H 5.156511 -15.012615 18.693728 -0.21 -0.14 0.15
H 6.127534 -16.112746 19.646548 0.50 -0.28 -0.22
H 8.705195 -14.825582 18.686506 -0.01 -0.12 -0.12
C 6.420942 -12.003211 22.988149 0.53 1.08 -0.49
C 7.058089 -12.754087 21.844711 0.38 -2.81 -1.46
C 7.788952 -14.017102 22.297902 1.06 0.56 0.41
O 6.148573 -13.246550 20.831447 -1.41 1.01 0.71
H 5.810018 -12.546210 23.706292 -0.05 -0.42 -0.38
H 5.880101 -11.127413 22.624412 -0.25 -0.14 -0.03
H 7.262053 -11.581084 23.544987 -0.02 -0.07 0.18
H 7.819314 -12.216553 21.272507 -0.12 0.89 0.52
H 8.195234 -14.550163 21.436853 -0.38 -0.15 -0.12
H 7.174812 -14.681499 22.903605 0.02 0.01 0.02
H 8.703497 -13.724343 22.824812 -0.22 -0.13 0.50
H 6.603050 -13.815749 20.197603 0.48 0.17 0.11
C 11.739879 -17.850440 24.387974 1.20 -0.16 1.32
C 11.888678 -16.371757 24.076783 -0.12 -0.57 -1.39
C 10.525530 -15.831484 23.757356 -1.17 1.55 -0.11
O 12.640317 -15.541796 24.970362 -0.46 -0.91 0.13
H 11.038462 -17.947652 25.219640 -0.12 -0.45 -0.16
H 12.688124 -18.293163 24.712535 0.09 0.24 0.27
H 11.498907 -18.477456 23.532342 -0.68 0.44 -0.10
H 12.450508 -16.377868 23.138129 0.19 0.49 0.02
H 9.752171 -15.767696 24.532654 0.53 -0.52 0.69
H 9.997894 -16.375863 22.976820 0.50 0.04 -0.17
H 10.591051 -14.775488 23.478998 0.23 -0.08 -0.39
H 12.357986 -15.781277 25.861517 0.06 0.16 0.05



# 2
86
Properties=species:S:1:pos:R:3:forces:R:3 method="wB97M-V/def2-TZVPD" gap_ev=4.272 charge=+2
N -25.237655 26.824157 0.616882 0.14 -0.14 0.14
H -25.387633 27.783293 0.278553 0.31 0.60 -0.07
H -26.136859 26.357450 0.469366 0.12 -0.36 0.30
H -24.950076 26.830344 1.595166 -0.76 0.16 0.24
H -24.469892 26.324584 0.165069 -0.31 0.14 -0.71
N -24.127119 32.072635 -0.903250 1.80 0.19 1.29
H -23.356685 31.495701 -0.558680 -0.20 -0.53 -0.37
H -23.608930 32.911132 -1.168637 -0.67 0.31 -0.38
H -24.654089 32.243009 -0.038256 -0.86 0.31 -0.49
H -24.625133 31.570919 -1.698419 -0.34 -0.33 -0.63
N -22.409902 29.569022 3.769594 -0.31 0.86 -0.19
H -22.594385 30.027673 4.667781 0.19 -0.18 0.17
H -23.012897 30.070524 3.095468 -0.25 -0.30 -0.05
H -22.641787 28.579366 3.823790 -0.05 -0.01 0.05
H -21.434947 29.700937 3.494661 0.09 -0.07 0.19
Cl -26.225800 30.787648 1.338929 -1.43 -2.08 1.24
O -25.136112 30.839023 2.317753 1.03 -0.13 -0.77
O -27.320655 30.133976 1.980701 -0.31 1.04 0.12
O -26.470401 32.112839 0.858849 0.13 -0.04 -0.13
O -25.921956 29.901881 0.202579 1.52 0.30 -0.31
C -25.012773 31.709832 -5.613759 1.00 0.98 0.34
C -24.680322 31.915441 -4.129493 -2.11 0.18 0.08
N -25.042229 30.748885 -3.280446 2.02 0.58 1.17
C -26.442966 30.348494 -3.249768 -0.88 -0.07 -1.15
C -27.385618 31.476009 -2.847273 0.29 0.13 0.20
C -24.074076 29.679250 -3.540890 -0.53 -1.37 0.00
C -24.215271 28.565904 -2.487143 0.10 0.54 -0.18
H -25.012633 32.679324 -6.116262 -0.04 0.04 0.08
H -26.021707 31.322405 -5.707973 0.15 -0.40 -0.27
H -24.213268 31.156498 -6.102565 -0.45 -0.52 -0.18
H -23.660629 32.225563 -3.903515 0.17 -0.27 -0.26
H -25.329546 32.723892 -3.774895 0.18 0.12 -0.01
H -26.704004 29.982375 -4.253000 -0.24 -0.05 0.06
H -26.660261 29.510710 -2.591160 0.67 0.03 0.26
H -26.981635 31.979478 -1.963182 -0.03 0.21 -0.12
H -27.542788 32.184265 -3.659113 0.02 0.14 0.13
H -28.360602 31.112485 -2.527375 0.01 -0.24 -0.22
H -23.042160 30.035535 -3.550122 -0.13 0.46 0.27
H -24.187891 29.226937 -4.534665 -0.27 0.11 -0.05
H -25.162281 28.041914 -2.602524 -0.02 -0.04 0.03
H -24.212148 29.092204 -1.526365 0.03 -0.40 0.23
H -23.409869 27.835118 -2.558419 0.08 0.10 0.02
C -30.603769 30.951660 0.460891 0.90 -0.67 -0.24
C -31.937348 30.315667 0.765129 -0.44 -1.28 0.35
N -31.868575 28.878930 1.134132 0.67 1.10 -0.27
C -33.204445 28.348918 1.301553 -0.58 -0.93 0.10
C -33.226145 26.828808 1.521628 -0.23 0.71 -0.43
C -30.968510 28.646410 2.261493 0.24 -1.13 -0.08
C -31.378580 29.153968 3.641480 -0.01 -0.72 0.14
H -30.718821 31.866808 -0.116739 -0.01 0.45 0.70
H -29.919838 30.370530 -0.176225 -0.65 -0.54 -0.21
H -29.993107 30.984358 1.365181 -0.19 0.98 0.08
H -32.426202 30.778539 1.633725 0.00 0.75 -0.37
H -32.603504 30.348774 -0.097412 -0.04 0.29 0.05
H -33.781998 28.594864 0.408384 0.15 -0.01 -0.11
H -33.815902 28.732506 2.136755 0.39 0.60 0.03
H -32.859962 26.629000 2.526849 0.10 -0.47 -0.12
H -32.667029 26.326903 0.732023 0.24 -0.15 0.26
H -34.260505 26.493677 1.443491 0.01 -0.08 0.17
H -30.926905 27.551391 2.298682 0.13 0.03 0.38
H -29.937335 28.916067 2.018481 -0.16 0.35 -0.24
H -31.270533 30.221103 3.826887 -0.42 0.09 -0.29
H -32.384661 28.755435 3.789168 -0.19 0.67 0.34
H -30.789282 28.678307 4.432315 0.22 -0.05 -0.20
C -30.090227 28.351543 8.597339 0.58 0.52 0.42
C -29.577705 27.328752 7.596909 -1.26 -0.57 0.79
N -28.769233 27.886994 6.536028 0.01 0.00 -0.43
C -28.581197 26.875280 5.508891 0.57 -0.45 -0.65
C -27.674545 27.282500 4.341123 0.67 0.17 0.84
C -27.530056 28.507078 6.999207 0.18 -0.41 0.09
C -26.636794 27.624637 7.868563 0.25 0.08 0.87
H -29.283536 28.730101 9.235288 0.11 0.29 -0.34
H -30.782460 27.987141 9.356444 -0.25 -0.49 -0.46
H -30.561311 29.173008 8.057442 0.04 0.11 0.15
H -29.118707 26.485748 8.139834 0.40 0.13 -0.12
H -30.469133 26.860378 7.166589 0.12 0.13 -0.39
H -28.136301 25.960591 5.935450 -0.21 -0.13 0.03
H -29.528659 26.599858 5.041927 -0.27 0.04 0.49
H -26.667586 27.428329 4.752826 0.05 0.27 -0.20
H -27.536961 26.461832 3.633275 -0.55 0.02 -0.14
H -28.013804 28.208782 3.878719 0.04 -0.09 -0.23
H -27.784316 29.378840 7.601444 -0.04 0.14 -0.23
H -26.977079 28.824133 6.117551 -0.09 0.37 0.07
H -26.274604 26.688115 7.440963 -0.30 -0.02 -0.20
H -27.161526 27.411974 8.802985 -0.04 -0.36 -0.12
H -25.747596 28.150626 8.231898 -0.01 0.24 -0.35



Q: Which of these has the highest charge?
A: C18H57ClN6O4



Q: Among the records above, which one has the highest charge?
A: C18H57ClN6O4